{
  "formula": "C18H33CuNO3P2",
  "method": "ωB97M-V with the def2-TZVPD basis set",
  "species": ["C", "C", "H", "H", "C", "C", "H", "H", "C", "H", "H", "H", "C", "H", "H", "H", "Cu", "O", "C", "O", "C", "O", "N", "C", "C", "H", "H", "H", "H", "C", "C", "H", "H", "H", "C", "P", "C", "C", "C", "P", "C", "C", "H", "H", "H", "H", "H", "H", "H", "H", "H", "H", "H", "H", "H", "H", "H", "H"],
  "coordinates": [[-3.0249, 7.6647, 3.1629], [-4.1244, 8.2891, 2.6626], [-2.3279, 8.2483, 3.7633], [-2.8410, 6.6043, 3.0262], [-5.0776, 7.5998, 1.8227], [-4.8559, 6.3335, 1.3741], [-3.9396, 5.7901, 1.5818], [-5.6138, 5.8639, 0.7489], [-4.3590, 9.7449, 3.0167], [-3.5677, 10.0834, 3.6926], [-5.3216, 9.9061, 3.5193], [-4.3403, 10.3945, 2.1311], [-6.3529, 8.3072, 1.4093], [-6.1599, 9.2591, 0.8976], [-7.0015, 8.5259, 2.2687], [-6.9163, 7.6663, 0.7244], [-0.0677, -0.0923, 0.0629], [-0.6180, 1.4332, 1.2090], [-1.6929, 1.6544, 1.8101], [-1.9226, -0.8036, 0.2291], [-2.6184, -0.5535, 1.2348], [-3.5405, -1.3920, 1.6768], [-2.5934, 0.6024, 1.9930], [-4.2370, -0.7770, 2.8187], [-3.6986, 0.6179, 2.9589], [-4.0296, -1.3811, 3.7064], [-5.3073, -0.7853, 2.5993], [-3.3260, 0.8361, 3.9619], [-4.4395, 1.3732, 2.6776], [-2.0587, 2.9308, 2.3654], [-1.2824, 4.0350, 2.2354], [-3.0048, 2.9596, 2.9137], [-0.3520, 4.0195, 1.6644], [-1.5971, 4.9491, 2.7349], [1.7490, 2.0202, -0.5186], [1.0674, 0.8295, -1.8441], [2.8102, 0.6998, -2.4515], [0.5940, -0.8892, -2.8355], [1.4087, -1.9630, -2.1438], [1.3396, -1.6549, -0.3155], [0.8386, -3.2956, 0.2933], [3.0390, -1.5455, 0.3173], [2.0602, 2.9076, -1.0835], [2.6075, 1.5658, -0.0097], [0.9698, 2.2800, 0.2040], [3.5456, 0.6289, -1.6403], [2.9677, -0.1033, -3.1745], [2.9784, 1.6498, -2.9768], [-0.4889, -1.0274, -2.7305], [0.8584, -0.7490, -3.8891], [1.0063, -2.9645, -2.3330], [2.4621, -1.9433, -2.4500], [1.6745, -4.0036, 0.1931], [0.5459, -3.2070, 1.3479], [-0.0205, -3.6452, -0.2941], [3.6616, -2.3588, -0.0698], [3.5072, -0.5823, 0.0999], [2.9625, -1.6462, 1.4061]],
  "spin_multiplicity": 2,
  "gap_ev": [4.01, 3.62],
  "relative_energy_kj_mol": 0.0,
  "homo_energy_ev": [-11.87, -11.87],
  "charge": 2,
  "s_squared": 0.75,
  "total_energy_ha": -3308.66216
}